Here is a molecular structure, C22H24N10S3Sn at a distorted geometry from the Open Molecules 2025 dataset. Energies are from ωB97M-V/def2-TZVPD.

ORCA input file:
```
! wB97M-V def2-TZVPD RIJCOSX def2/J DEFGRID3
* xyz 0 1
Sn -0.91 1.73 -0.26
N -4.14 -0.38 2.22
C -3.21 0.51 1.74
S -3.31 0.78 0.05
N -2.37 1.00 2.62
N -1.48 1.88 2.06
C -0.89 2.64 2.90
C 0.24 3.48 2.50
C 0.89 4.27 3.45
C 2.02 4.96 3.00
C 2.49 4.80 1.71
C 1.76 3.97 0.85
N 0.67 3.35 1.24
H -4.86 -0.74 1.63
H -4.32 -0.37 3.22
H -1.21 2.60 3.94
H 0.53 4.40 4.48
H 2.54 5.61 3.69
H 3.38 5.32 1.39
H 2.11 3.81 -0.16
C -1.01 -3.63 2.36
C -1.40 -4.24 1.17
C -1.36 -3.56 -0.04
C -0.93 -2.26 -0.04
C -0.51 -1.64 1.14
C -0.58 -2.31 2.35
N -0.89 -1.42 -1.16
N -1.08 -1.91 -2.26
C -1.07 -0.93 -3.28
C -0.53 -1.23 -4.52
C -0.41 -0.18 -5.44
C -0.79 1.09 -5.05
C -1.39 1.29 -3.83
N -1.52 0.30 -2.95
H -1.03 -4.20 3.29
H -1.72 -5.28 1.21
H -1.71 -3.99 -0.99
H -0.17 -0.63 1.11
H -0.25 -1.86 3.28
H -0.23 -2.27 -4.72
H -0.03 -0.33 -6.45
H -0.65 1.91 -5.73
H -1.72 2.24 -3.49
C 2.73 -3.01 1.10
N 2.67 -1.63 0.74
C 2.66 -1.10 -0.48
S 2.78 0.57 -0.64
N 2.52 -1.84 -1.61
C 2.11 -3.22 -1.85
H 3.19 -3.07 2.08
H 3.38 -3.57 0.41
H 1.73 -3.48 1.11
H 2.73 -0.92 1.46
H 2.45 -1.25 -2.42
H 1.29 -3.54 -1.21
H 2.95 -3.91 -1.77
H 1.79 -3.24 -2.87
S -2.20 3.72 -1.02
C -1.19 5.00 -0.76
N -0.51 5.92 -0.51
*
```

Calculated values
LUMO energy = -0.6 eV
E_HOMO = -0.2645 Ha
calculated total energy = -76441.4367 eV

Atomic partial charges in e from the Mulliken method, atoms 1 to 8: 0.5050, -0.4157, 0.7298, -0.5234, -1.2211, 0.9155, -0.9138, 0.8164

Here is a molecular structure, C5H12N2O2 at a distorted geometry from the Open Molecules 2025 dataset. Energies are from ωB97M-V/def2-TZVPD.

ORCA input file:
```
! wB97M-V def2-TZVPD RIJCOSX def2/J DEFGRID3
* xyz 0 1
C 1.19 -1.45 0.44
N 0.25 -0.32 0.46
C -1.09 -0.51 -0.17
N 0.32 0.38 1.71
C -1.49 -1.70 -0.72
O -2.07 0.28 0.44
H -2.81 -0.32 0.65
H 0.50 -0.26 2.48
H -0.57 0.82 1.92
H 1.36 -1.79 -0.58
H 0.80 -2.26 1.05
H 2.16 -1.12 0.82
H -2.52 -1.82 -1.03
H -0.78 -2.33 -1.23
C 0.68 2.38 -0.62
C 0.79 0.94 -1.05
O 1.72 0.48 -1.67
H -0.48 0.44 -1.29
H -0.30 2.57 -0.18
H 1.48 2.59 0.09
H 0.83 3.00 -1.50
*
```

Calculated values
LUMO energy = 0.5 eV
E_HOMO = -0.2848 Ha
calculated total energy = -12450.0015 eV

Atomic partial charges in e from the Mulliken method, atoms 1 to 8: -1.2494, 0.4636, 0.4985, -0.7561, -1.1362, -0.5142, 0.3438, 0.2228

Here is a molecular structure, C9H21FeINOP2S at a distorted geometry from the Open Molecules 2025 dataset. Energies are from ωB97M-V/def2-TZVPD.

ORCA input file:
```
! wB97M-V def2-TZVPD RIJCOSX def2/J DEFGRID3
* xyz 2 6
C 0.07 -0.03 -4.26
I -0.76 -0.31 -2.16
H 1.15 0.10 -4.24
H -0.46 0.85 -4.62
H -0.23 -0.93 -4.80
Fe -0.52 -0.01 0.28
P 0.07 2.11 0.17
C -1.39 3.16 -0.15
C 0.76 2.86 1.68
H 0.86 3.94 1.55
H 1.33 3.72 -1.12
H 1.75 2.41 1.87
H 2.30 2.25 -0.77
H -2.11 3.03 0.66
H 0.12 2.64 2.53
C 1.31 2.62 -1.07
H -1.08 4.21 -0.20
H 1.05 2.21 -2.05
H -1.85 2.85 -1.10
P 0.10 -2.12 0.50
C -1.39 -3.16 0.36
C 1.30 -2.79 -0.70
H 1.73 -2.13 2.27
H 1.08 -3.78 1.97
H 0.12 -2.56 2.88
C 0.83 -2.72 2.06
H 2.29 -2.35 -0.49
H 1.36 -3.88 -0.60
H -1.10 -4.22 0.45
H -1.88 -2.99 -0.60
H 1.00 -2.51 -1.71
H -2.08 -2.90 1.17
C -2.42 -0.01 0.07
O -3.57 -0.04 0.21
S -1.13 0.16 2.42
C 0.24 0.15 3.39
N 1.15 0.15 4.14
*
```

Calculated values
LUMO energy (alpha / beta) = -7.8 / -10.3 eV
expectation value of S² = 8.81
E_HOMO (alpha / beta) = -0.5671 / -0.6206 Ha
calculated total energy = -85093.6389 eV

Atomic partial charges in e from the Mulliken method, atoms 1 to 8: -0.9546, 0.3051, 0.3719, 0.3739, 0.3912, -0.9925, 1.2178, -1.2972

Here is 4 unconnected molecules or ions with the total composition C2H13NO4 at a distorted geometry from the Open Molecules 2025 dataset. Energies are from ωB97M-V/def2-TZVPD.

ORCA input file:
```
! wB97M-V def2-TZVPD RIJCOSX def2/J DEFGRID3
* xyz 0 1
N 0.11 0.62 -1.14
C 0.83 -0.67 -1.05
C 2.13 -0.58 -0.28
O 1.96 -0.67 1.15
H -0.83 0.37 -1.36
H 0.59 1.11 -1.95
H 1.13 -1.15 -2.11
H 0.05 -1.29 -0.60
H 2.59 0.38 -0.53
H 2.85 -1.39 -0.55
H 1.53 0.14 1.38
O -2.03 -0.25 1.73
H -2.41 -0.05 2.61
H -1.18 0.27 1.81
O 0.29 1.52 1.35
H 0.48 2.51 1.37
H 0.28 1.49 0.31
O -2.67 -0.55 -1.00
H -3.10 -1.35 -1.20
H -2.62 -0.45 0.05
*
```

Calculated values
SMILES string = NCCO.O.O.O
LUMO energy = 0.6 eV
E_HOMO = -0.3532 Ha
calculated total energy = -11964.6282 eV

Atomic partial charges in e from the Mulliken method, atoms 1 to 8: -0.6030, -0.4241, -0.4666, -0.5749, 0.1904, 0.2611, 0.2564, 0.2660

Here is a single C4N2 molecule at a distorted geometry from the Open Molecules 2025 dataset. Energies are from ωB97M-V/def2-TZVPD.

ORCA input file:
```
! wB97M-V def2-TZVPD RIJCOSX def2/J DEFGRID3
* xyz 0 1
C -0.22 -0.20 0.73
C 0.72 -0.48 1.59
C 1.99 -0.48 1.42
N -0.47 0.68 -2.33
C -1.15 0.08 -0.10
N -0.87 0.41 -1.32
*
```

Calculated values
LUMO energy (alpha / beta) = -1.5 / -1.5 eV
E_HOMO (alpha / beta) = -0.3650 / -0.3650 Ha
calculated total energy = -7120.2181 eV

Partial charges, Mulliken, in e: 0.7133, -0.2962, -0.2049, -0.4185, -0.3084, 0.5148